The following is a quantum chemistry calculation of 6 unconnected molecules or ions with the total composition C37H67BClF5NO16PS, from OMol25.

Structure (XYZ):
```
130
Properties=species:S:1:pos:R:3:forces:R:3
Cl -2.860787 -6.140878 -0.273378 0.399 0.059 -0.143
S 2.723765 -0.559006 0.083755 -0.208 0.747 3.219
P 2.399632 -3.468523 1.134822 -1.239 -0.982 -0.285
F 4.088094 0.825609 -3.385477 0.434 0.225 -0.209
F 2.122785 0.843185 -2.573504 -0.696 0.193 0.495
F 2.897106 -0.928153 -3.487929 -0.314 -0.865 0.012
F 4.680772 -1.333874 -1.551517 -0.005 -1.020 -0.120
F 4.650682 0.702530 -1.015923 -0.152 0.812 0.555
O -0.420794 2.048125 3.422030 -0.069 0.181 0.114
O -2.980405 -3.706956 0.515769 -1.625 1.864 1.113
O -5.061592 -1.499439 4.940065 -0.074 0.439 -0.081
O -1.623933 5.221090 5.726478 -0.340 -0.134 0.232
O -3.584386 5.635383 -3.394785 0.168 -0.123 0.126
O 3.547955 5.374619 -4.270739 0.025 -0.183 -0.366
O 2.722681 -3.337621 -1.932945 1.705 -0.214 -0.122
O -1.499880 5.076249 -2.952869 -0.179 -0.360 0.234
O 3.590918 -0.686476 1.227152 1.029 -1.151 -0.600
O -1.553816 -2.044306 -3.233413 0.062 0.506 0.513
O -1.955305 -6.627246 -4.986007 0.088 -0.323 0.310
O 1.918314 0.615945 0.274360 -0.765 0.067 -1.854
O -0.863918 3.161869 5.907531 -0.177 0.375 0.466
O -1.353980 -8.064754 -6.543497 -0.076 0.055 0.227
O 4.476433 6.891883 -5.570784 -0.234 -0.127 0.080
O -3.623669 -1.353205 3.280256 -1.184 -0.465 0.188
N 0.537447 -2.908441 -1.944094 -0.181 0.500 1.503
C -0.505439 -1.744581 1.424560 -0.137 0.215 0.435
C -2.962153 -4.411687 -4.859093 -0.195 -0.048 -0.203
C -4.375869 -2.042696 3.918347 0.163 -0.369 -0.109
C 4.158163 -3.902221 0.747437 0.906 0.450 1.022
C 4.629437 5.965125 -4.824970 0.404 0.182 0.089
C 3.938903 4.388478 -2.076740 0.112 0.122 0.044
C 1.783373 -2.847521 -1.383294 -0.866 -0.031 -0.384
C 3.867245 -0.315223 -1.365330 -0.181 0.405 -0.581
C -4.495911 -3.523670 3.651181 -0.443 -0.050 -0.289
C 2.137078 -3.114150 2.929458 -0.247 -0.379 0.968
C -2.263468 -4.447091 -0.005213 1.637 -1.497 -0.855
C -2.907453 -1.136900 -1.285729 -0.156 -0.473 -0.159
C 6.008547 5.500159 -4.422514 0.071 -0.460 -0.272
C -0.840984 -4.174616 -0.468629 -0.793 -0.255 0.426
C -0.894707 -5.799666 -7.053759 0.477 0.139 0.208
C 5.229015 -3.380762 1.742968 0.595 -0.385 -0.778
C 0.730575 6.018746 -3.249411 0.010 0.090 0.040
C -0.563672 -2.708126 -0.932749 1.712 -1.120 -1.871
C 1.739330 -2.126125 0.017260 -0.197 -0.097 -1.626
C -1.441535 6.636065 5.796106 0.108 0.190 -0.192
C -1.874825 -5.342162 -4.367126 -0.139 0.281 -0.027
C -2.025754 6.193238 -5.087196 0.062 -0.429 -0.327
C 0.808147 4.814601 5.664032 0.139 0.207 0.457
C 3.194422 0.090136 -2.716644 0.794 0.440 -0.504
C -5.584364 -3.040822 6.750444 0.185 -0.084 -0.022
C -1.118174 7.221468 4.436593 0.101 -0.088 -0.125
C -1.335491 -0.196907 3.291031 1.016 0.939 0.732
C -2.442498 5.594468 -3.764066 -0.065 0.335 -0.194
C -0.614728 4.329504 5.803442 0.291 -0.087 -0.250
C 3.600971 4.145470 -3.533445 0.223 -0.094 0.292
C 1.439499 -4.376793 3.541918 0.918 -0.227 -0.780
C -6.118306 -2.167319 5.633865 -0.037 -0.225 0.205
C -1.390547 -6.923697 -6.174281 -0.031 0.099 -0.376
C -0.159089 4.799280 -3.368523 0.237 0.224 -0.030
C 0.214720 -1.801639 0.065290 -1.637 0.616 0.917
C -0.260709 -0.456914 2.229772 -0.189 0.337 -0.373
C -0.927834 0.967612 4.233043 0.688 -0.384 -1.136
B -1.692836 -1.966113 -1.847124 -0.652 0.433 0.678
H -3.945087 -4.857512 -4.698265 0.060 -0.057 0.072
H 1.965034 -5.260473 3.143240 -0.270 0.081 0.211
H -5.460130 -3.945801 3.926333 0.087 -0.035 0.199
H -1.852536 7.260444 -4.954944 0.020 -0.014 0.008
H 1.476766 -2.267377 3.134835 0.402 0.104 -0.412
H 0.753767 -0.381163 2.658659 -0.195 -0.256 -0.107
H -0.320318 0.373186 1.511230 0.132 -0.130 0.238
H -2.390991 7.040533 6.146401 -0.039 -0.190 0.025
H 0.387352 -3.632390 -2.632933 0.292 0.184 -0.156
H -1.781864 1.363165 4.781402 0.181 -0.196 0.035
H -1.688597 -5.510464 -7.741278 -0.004 0.005 0.021
H 3.221706 5.079577 -1.631664 -0.059 -0.081 -0.019
H -6.753176 -2.720544 4.939784 0.087 -0.038 -0.034
H -3.702465 -4.046564 4.185410 -0.017 0.004 0.016
H -1.534773 -1.078457 3.907213 0.033 0.074 -0.181
H -3.078542 -1.223155 -0.209375 0.092 0.239 -0.199
H 1.761752 5.772618 -3.518008 -0.518 0.251 0.057
H 4.925843 4.839047 -1.963890 0.025 -0.099 -0.021
H -0.042806 -6.163556 -7.624196 -0.164 -0.130 -0.102
H -4.979804 -2.447800 7.437731 -0.089 0.047 0.003
H -0.696782 6.898068 6.550078 0.055 -0.058 -0.045
H 3.920127 3.452941 -1.516007 -0.020 0.005 -0.014
H -0.618438 -4.912754 -1.248593 0.016 0.330 0.056
H -0.551903 -4.925386 -6.504139 -0.195 0.069 -0.020
H -2.009615 -5.520172 -3.298245 -0.015 -0.213 -0.061
H -0.180380 6.827597 4.042681 0.029 0.060 0.063
H -6.738746 -1.378510 6.058147 0.124 0.118 -0.115
H 6.058491 4.448756 -4.147306 -0.039 0.065 0.190
H -2.874004 -4.219511 -5.929554 0.082 0.043 0.030
H -0.174990 -4.429422 0.374691 -0.157 0.026 -0.191
H 4.280104 3.435609 -4.005945 0.045 0.075 -0.017
H 1.449010 4.168892 6.261050 -0.058 -0.152 -0.158
H 4.205234 -4.999870 0.781353 -0.363 0.241 -0.093
H -3.823587 -1.498732 -1.788518 0.247 0.103 0.091
H -2.819019 -0.084653 -1.602991 0.034 -0.220 0.189
H 0.391639 6.828511 -3.896947 0.060 -0.061 -0.076
H -0.876676 -4.913212 -4.487501 -0.010 -0.004 -0.119
H 2.603318 3.710521 -3.602248 -0.022 0.127 -0.155
H -0.123856 0.659961 4.918908 -0.388 -0.001 0.101
H -1.142222 5.732235 -5.523468 0.112 0.154 0.102
H 0.967876 5.829687 6.022030 -0.036 0.056 -0.188
H 3.053707 -2.959568 3.510255 -0.008 0.233 -0.457
H 1.554911 -4.424512 4.629717 -0.337 0.246 -0.164
H -2.917598 -3.460915 -4.334235 0.012 -0.012 -0.033
H -1.039211 8.307988 4.494289 -0.016 -0.012 0.016
H 6.361365 6.111994 -3.593073 -0.015 -0.011 0.003
H 0.536235 1.964472 3.351475 -0.210 -0.088 -0.005
H -1.897401 6.962943 3.718942 -0.043 0.039 0.068
H 1.103563 4.744664 4.617457 -0.041 -0.001 -0.003
H -2.260013 0.123225 2.825987 0.131 -0.239 -0.186
H 0.399301 -4.462177 3.208282 0.133 0.070 0.307
H -6.403696 -3.497437 7.306924 -0.003 0.023 -0.011
H 6.139405 -3.976937 1.562073 -0.236 0.108 0.126
H -0.327771 -2.629835 2.054843 0.025 0.069 -0.335
H 4.475305 -3.620406 -0.260933 -0.547 0.043 0.095
H -4.375853 -3.688787 2.582326 0.223 0.066 0.055
H 0.203022 4.020644 -2.694915 -0.208 -0.001 0.071
H 5.517225 -2.352287 1.506544 -0.362 -0.060 0.418
H 0.013338 -0.805492 -0.367566 0.767 -0.031 0.236
H -1.582459 -1.759401 1.204406 0.255 -0.071 0.076
H -0.861418 -1.451255 -3.558376 0.054 -0.463 -0.109
H 0.711688 6.401085 -2.226754 -0.024 -0.096 0.016
H 4.981444 -3.523397 2.797788 -0.093 0.239 -0.204
H -4.942743 -3.835358 6.366908 -0.094 -0.039 -0.022
H 6.674299 5.632398 -5.272623 -0.037 0.228 0.046
H -2.836850 6.048163 -5.797703 -0.109 0.156 0.141
H -0.143641 4.371717 -4.373470 -0.049 0.075 -0.028
```
Positions in Å, forces in eV/Å.

LUMO energy = 0.04 eV
total charge = 0
HOMO energy = -0.31282 Ha
electronic energy = -120615.14388 eV
multiplicity = 1